{
  "formula": "C19H13BrKN3O3SSe3Te",
  "method": "ωB97M-V/def2-TZVPD",
  "e_above_lowest_ev": 0.0000,
  "energy_ev": -331065.9083,
  "total_charge": -2,
  "homo_lumo_gap_ev": [6.053, 3.521],
  "elements": ["K", "Se", "Se", "Te", "Se", "Br", "C", "C", "C", "C", "C", "C", "N", "C", "C", "C", "C", "C", "C", "N", "H", "H", "H", "H", "H", "H", "H", "H", "H", "O", "S", "O", "N", "C", "O", "C", "C", "C", "C", "C", "C", "H", "H", "H", "H"],
  "positions_angstrom": [[1.027, -0.603, 1.592], [2.052, -0.820, 4.784], [1.591, -3.044, 4.233], [-0.909, -2.890, 4.468], [-1.688, -5.158, 4.502], [-2.951, -0.015, -5.252], [-1.529, -0.290, -4.001], [-1.819, -0.472, -2.654], [-0.780, -0.667, -1.769], [0.570, -0.701, -2.181], [0.817, -0.486, -3.555], [-0.222, -0.287, -4.452], [1.522, -0.910, -1.213], [2.763, -1.217, -1.567], [3.826, -1.364, -0.640], [5.117, -1.756, -1.092], [6.140, -1.912, -0.196], [5.900, -1.684, 1.169], [4.617, -1.302, 1.536], [3.608, -1.136, 0.689], [-2.836, -0.462, -2.283], [-1.003, -0.795, -0.716], [1.832, -0.444, -3.926], [-0.011, -0.119, -5.500], [3.023, -1.425, -2.608], [5.271, -1.931, -2.151], [7.124, -2.212, -0.541], [6.673, -1.802, 1.916], [4.379, -1.119, 2.581], [-3.715, -0.679, 0.179], [-3.354, 0.013, 1.395], [-3.957, -0.479, 2.610], [-1.768, 0.205, 1.534], [-1.392, 1.498, 1.460], [-0.239, 1.916, 1.539], [-2.563, 2.434, 1.257], [-2.545, 3.811, 1.124], [-3.756, 4.466, 0.936], [-4.953, 3.753, 0.882], [-4.965, 2.369, 1.015], [-3.750, 1.739, 1.201], [-1.603, 4.341, 1.165], [-3.776, 5.543, 0.826], [-5.884, 4.286, 0.732], [-5.887, 1.805, 0.971]],
  "mulliken_charge": [0.913, -0.687, -0.236, 0.387, -0.533, -0.294, 0.153, -0.567, 0.103, 0.087, -0.512, -0.678, -0.027, -0.509, 0.456, -0.850, -0.145, -0.859, -0.106, 0.016, 0.502, 0.342, 0.225, 0.350, 0.149, 0.249, 0.381, 0.343, 0.332, -0.642, 0.974, -0.694, -0.429, 0.752, -0.841, 0.115, -0.458, -0.459, -0.336, -0.564, 0.006, 0.463, 0.357, 0.361, 0.410]
}



{
  "formula": "C41H37FeN5O3P",
  "method": "ωB97M-V/def2-TZVPD",
  "e_above_lowest_ev": 0.8894,
  "multiplicity": 5,
  "energy_ev": -100380.8792,
  "total_charge": 1,
  "homo_lumo_gap_ev": [7.002, 6.933],
  "elements": ["Fe", "C", "O", "C", "C", "C", "C", "C", "C", "N", "N", "C", "C", "O", "C", "C", "C", "C", "C", "C", "C", "C", "H", "H", "H", "H", "H", "H", "H", "H", "H", "H", "H", "H", "H", "O", "N", "C", "C", "C", "C", "C", "C", "C", "P", "C", "C", "C", "C", "C", "C", "C", "C", "C", "C", "C", "C", "H", "H", "H", "H", "H", "H", "H", "H", "H", "H", "H", "H", "H", "H", "H", "H", "C", "C", "C", "C", "N", "N", "C", "H", "H", "H", "H", "H", "H", "H", "H"],
  "positions_angstrom": [[-0.288, -0.019, 0.154], [0.945, -2.208, -2.076], [1.112, -1.099, -1.181], [2.423, -0.668, -0.996], [3.394, -0.834, -1.965], [4.676, -0.359, -1.725], [4.972, 0.271, -0.524], [3.989, 0.420, 0.443], [2.706, -0.050, 0.214], [1.608, 0.025, 1.130], [1.897, 0.629, 2.201], [0.977, 0.779, 3.183], [-0.332, 0.235, 3.134], [-0.786, -0.401, 2.113], [-1.182, 0.391, 4.282], [-0.765, 1.085, 5.363], [0.535, 1.688, 5.435], [0.928, 2.424, 6.570], [2.171, 2.995, 6.636], [3.060, 2.830, 5.564], [2.699, 2.110, 4.450], [1.420, 1.530, 4.356], [1.712, -2.955, -1.882], [0.994, -1.876, -3.112], [-0.031, -2.625, -1.871], [3.166, -1.321, -2.902], [5.440, -0.486, -2.480], [5.972, 0.638, -0.336], [4.203, 0.893, 1.391], [-2.165, -0.065, 4.239], [-1.426, 1.197, 6.216], [0.232, 2.523, 7.396], [2.466, 3.565, 7.507], [4.048, 3.271, 5.616], [3.397, 1.976, 3.635], [-2.307, 1.669, -0.714], [-1.990, 2.289, 0.520], [-2.706, 1.860, 1.479], [-3.865, 0.934, 1.498], [-4.940, 1.411, 2.250], [-6.137, 0.720, 2.313], [-6.255, -0.482, 1.632], [-5.176, -0.981, 0.922], [-3.965, -0.296, 0.841], [-2.584, -1.127, -0.061], [-3.238, -1.153, -1.771], [-2.699, -2.059, -2.687], [-3.126, -2.078, -4.006], [-4.100, -1.182, -4.431], [-4.643, -0.278, -3.530], [-4.216, -0.264, -2.207], [-2.709, -2.872, 0.492], [-3.556, -3.800, -0.117], [-3.663, -5.089, 0.384], [-2.920, -5.472, 1.493], [-2.060, -4.564, 2.091], [-1.952, -3.271, 1.595], [-1.851, 2.234, -1.354], [-2.453, 2.341, 2.419], [-4.832, 2.353, 2.774], [-6.964, 1.114, 2.889], [-7.179, -1.045, 1.667], [-5.286, -1.938, 0.429], [-1.976, -2.792, -2.355], [-2.711, -2.799, -4.698], [-4.438, -1.194, -5.460], [-5.410, 0.414, -3.853], [-4.642, 0.452, -1.516], [-4.128, -3.527, -0.995], [-4.331, -5.794, -0.094], [-3.005, -6.479, 1.882], [-1.467, -4.859, 2.948], [-1.283, -2.566, 2.069], [1.599, 5.208, 0.349], [1.272, 3.958, -0.399], [1.294, 3.658, -1.746], [0.845, 2.330, -1.847], [0.563, 1.851, -0.638], [0.819, 2.858, 0.221], [0.701, 1.479, -3.069], [2.015, 5.950, -0.328], [2.325, 5.020, 1.141], [0.703, 5.630, 0.806], [1.609, 4.305, -2.548], [0.682, 2.723, 1.212], [0.267, 2.048, -3.890], [0.066, 0.615, -2.869], [1.676, 1.112, -3.396]],
  "mulliken_spin": [3.682, 0.012, 0.049, -0.011, -0.002, -0.001, 0.002, 0.000, 0.008, 0.044, 0.019, -0.010, 0.040, 0.078, 0.009, 0.003, 0.003, -0.001, 0.002, -0.001, 0.004, -0.010, 0.002, 0.002, -0.006, 0.000, 0.000, 0.000, 0.000, 0.000, 0.000, 0.000, 0.000, 0.000, 0.000, 0.010, -0.004, 0.004, 0.010, 0.003, 0.000, 0.000, -0.005, -0.015, 0.022, 0.002, 0.003, -0.002, 0.002, -0.001, 0.003, -0.022, 0.002, 0.000, 0.001, -0.002, -0.002, 0.000, 0.001, 0.000, 0.000, 0.000, 0.000, 0.000, 0.000, 0.000, 0.000, 0.000, 0.000, 0.000, 0.000, 0.000, -0.007, 0.000, 0.013, 0.001, 0.030, 0.003, 0.019, 0.009, 0.000, 0.000, 0.000, 0.001, 0.003, 0.001, 0.000, 0.002]
}



{
  "formula": "C22H11F11MnN2O10S4",
  "method": "ωB97M-V/def2-TZVPD",
  "e_above_lowest_ev": 1.9001,
  "multiplicity": 4,
  "energy_ev": -150998.4301,
  "homo_lumo_gap_ev": [7.791, 5.957],
  "elements": ["Mn", "O", "C", "C", "C", "N", "C", "C", "C", "O", "O", "C", "O", "O", "H", "H", "H", "F", "C", "C", "F", "C", "F", "C", "S", "C", "F", "C", "F", "F", "C", "F", "F", "S", "O", "O", "N", "S", "O", "O", "C", "F", "F", "F", "C", "S", "O", "C", "C", "C", "C", "C", "C", "H", "H", "H", "H", "H", "H", "H", "H"],
  "positions_angstrom": [[0.200, -0.019, -0.315], [-1.265, 5.027, 2.371], [-0.982, 3.857, 1.791], [-1.904, 3.177, 0.980], [-1.501, 2.004, 0.376], [-0.255, 1.547, 0.525], [0.561, 2.059, 1.456], [0.243, 3.238, 2.099], [1.594, 0.983, 1.811], [2.529, 1.159, 2.550], [1.236, -0.143, 1.273], [-2.355, 0.873, -0.207], [-3.509, 1.005, -0.525], [-1.667, -0.227, -0.175], [-2.140, 5.350, 2.113], [-2.923, 3.518, 0.860], [0.886, 3.664, 2.854], [-6.024, -5.519, -2.292], [-4.979, -4.694, -2.385], [-3.844, -4.913, -1.605], [-3.810, -5.938, -0.747], [-2.745, -4.079, -1.732], [-1.652, -4.333, -0.994], [-2.727, -3.003, -2.632], [-1.323, -2.035, -2.874], [-3.897, -2.787, -3.382], [-3.938, -1.778, -4.251], [-5.003, -3.615, -3.268], [-6.088, -3.389, -4.012], [4.429, 1.720, -3.812], [4.034, 1.493, -2.565], [4.944, 0.705, -1.986], [4.010, 2.645, -1.909], [2.323, 0.715, -2.513], [1.981, 0.791, -1.099], [2.451, -0.603, -3.041], [1.553, 1.762, -3.387], [-0.017, 1.640, -3.293], [-0.691, 2.885, -3.242], [-0.370, 0.663, -2.273], [-0.505, 0.830, -4.924], [0.251, -0.244, -5.131], [-1.778, 0.469, -4.935], [-0.302, 1.680, -5.926], [2.015, -3.704, -1.980], [1.164, -3.107, -0.477], [0.636, -1.760, -0.932], [2.647, -2.697, 0.475], [3.555, -1.777, -0.025], [4.658, -1.431, 0.737], [4.856, -2.019, 1.977], [3.951, -2.949, 2.462], [2.835, -3.290, 1.715], [2.375, -2.838, -2.531], [1.286, -4.242, -2.578], [2.831, -4.359, -1.691], [3.401, -1.324, -0.993], [5.364, -0.712, 0.353], [5.717, -1.751, 2.570], [4.109, -3.407, 3.426], [2.119, -4.004, 2.090]],
  "mulliken_spin": [2.088, 0.006, 0.020, -0.006, 0.032, -0.084, 0.028, -0.009, -0.004, 0.014, -0.046, -0.015, 0.013, -0.040, 0.000, -0.001, -0.001, 0.001, 0.014, -0.002, 0.000, -0.072, -0.016, 0.111, 0.916, -0.021, -0.006, -0.008, 0.000, 0.000, 0.001, 0.000, 0.000, 0.013, -0.008, 0.001, 0.001, 0.002, 0.000, 0.009, 0.014, -0.002, 0.008, -0.001, 0.015, 0.005, 0.034, -0.004, 0.002, 0.000, 0.000, 0.000, 0.001, -0.001, -0.007, 0.000, 0.002, 0.000, 0.000, 0.000, -0.001]
}



{
  "formula": "C5H13N2O",
  "method": "ωB97M-V/def2-TZVPD",
  "e_above_lowest_ev": 2.1309,
  "energy_ev": -10416.0650,
  "total_charge": 1,
  "homo_lumo_gap_ev": 9.014,
  "elements": ["C", "C", "C", "N", "H", "H", "H", "H", "H", "H", "H", "H", "C", "C", "N", "O", "H", "H", "H", "H", "H"],
  "positions_angstrom": [[2.096, 0.303, -1.763], [2.360, 0.067, -0.279], [1.019, -1.073, 1.442], [1.420, -0.926, 0.240], [2.446, -0.549, -2.383], [1.025, 0.543, -2.004], [2.684, 1.158, -2.078], [3.325, -0.464, -0.114], [2.233, 0.981, 0.295], [0.350, -1.882, 1.702], [1.299, -0.449, 2.286], [0.916, -1.497, -0.426], [-1.835, 0.523, -0.742], [-2.121, 0.344, 0.746], [-3.447, 0.582, 1.235], [-1.271, -0.027, 1.538], [-2.828, 0.516, -1.262], [-1.241, -0.384, -1.159], [-1.172, 1.402, -0.928], [-3.828, -0.286, 1.560], [-3.431, 1.119, 2.095]],
  "mulliken_charge": [-1.107, -0.323, -0.223, -0.010, 0.359, 0.264, 0.352, 0.292, 0.377, 0.294, 0.322, 0.353, -0.629, 0.520, -0.596, -0.559, 0.336, 0.121, 0.212, 0.307, 0.336]
}